Computed, not measured: 2 unconnected molecules or ions with the total composition C9H14N in a non-equilibrium geometry, with the ωB97M-V functional and the def2-TZVPD basis.

Computed properties:
- net charge = +1
- relative energy (zero: lowest compared OMol25 entry of this formula, charge and spin) (kJ/mol) = 582.6
- frontier orbital gap (eV) = 7.28
- LUMO energy (eV) = -5.286

```
24
Properties=species:S:1:pos:R:3:forces:R:3
C -0.1944 -1.7159 -2.3161 0.17 -2.66 -1.94
C 0.1961 -2.7156 -2.9382 -0.78 3.41 2.16
C -1.1157 -1.0786 1.7253 0.10 3.01 2.18
C -0.9429 -0.8474 -1.6392 -0.93 1.56 2.65
C 1.0234 -3.6518 -3.5454 -0.82 -2.72 -2.93
C 0.6730 3.5242 1.2655 2.30 -0.16 -3.38
C 0.5973 2.0088 0.9730 -3.46 2.09 0.66
C -0.3477 1.3118 1.9788 -2.71 -1.12 -1.70
C -0.1092 -0.1515 1.8728 -2.75 -1.29 -0.05
N -1.4629 -0.2062 -0.8092 1.60 -2.83 -3.50
H -0.9731 -2.0586 1.4532 0.83 -2.27 -0.31
H 0.5959 -4.7135 -3.6343 0.06 1.58 0.03
H 1.2808 -3.3191 -4.5949 -0.10 -0.32 1.12
H 1.8690 -3.8250 -2.9525 1.59 0.17 0.83
H 1.2024 4.1293 0.3727 -1.04 -1.42 2.10
H 1.1809 3.6994 2.1606 1.03 0.42 1.36
H -0.2831 3.9314 1.3683 -1.66 0.52 0.04
H 0.1150 1.9389 0.0062 0.07 -0.28 -0.53
H 1.4492 1.4345 0.9411 2.49 -0.60 -0.08
H -0.2821 1.6186 2.9847 0.35 0.82 1.20
H -1.4830 1.3351 1.6836 1.82 1.01 0.62
H -2.1752 -0.9310 2.1521 1.55 0.51 -1.27
H 0.9306 -0.3145 1.8497 1.13 -1.27 -0.51
H -1.7443 0.5968 -0.3578 -0.85 1.85 1.24
```
Forces are in eV/Å.